No. 1
Computed, not measured: a cluster of 2 separate species, C6H12O in total, with ωB97M-V/def2-TZVPD.

Kohn-Sham gap   9.03 eV
Highest occupied orbital energy   -8.008 eV

Each atom is followed by the atoms it is bonded to, with distances in Å.
Positions of all 19 atoms, in Å:
1 C -1.876 -0.888 -0.698  C2 1.531, H8 1.096, H9 1.095, H10 1.097
2 C -0.714 -0.043 -0.172  C1 1.531, C3 1.530, C4 1.511, H11 1.094
3 C -1.213 1.159 0.635  C2 1.530, H12 1.097, H13 1.095, H14 1.096
4 C 0.185 -0.896 0.692  C2 1.511, O5 1.453, C6 1.457, H15 1.095
5 O 1.098 -1.800 0.014  C4 1.453, C6 1.359
6 C 1.635 -0.855 0.830  C4 1.457, O5 1.359, H16 1.144
7 C 2.294 0.707 -0.452  H17 1.089, H18 1.096, H19 1.090
8 H -2.525 -0.291 -1.348  C1 1.096
9 H -1.508 -1.743 -1.275  C1 1.095
10 H -2.489 -1.272 0.127  C1 1.097
11 H -0.135 0.315 -1.028  C2 1.094
12 H -1.785 0.832 1.512  C3 1.097
13 H -1.870 1.786 0.024  C3 1.095
14 H -0.382 1.779 0.991  C3 1.096
15 H -0.342 -1.374 1.525  C4 1.095
16 H 2.555 -0.195 0.667  C6 1.144
17 H 2.083 0.211 -1.398  C7 1.089
18 H 3.346 1.011 -0.399  C7 1.096
19 H 1.642 1.557 -0.247  C7 1.090

Results of the natural (NBO) charge analysis, in e, for atoms 1 through 8: -0.60 -0.26 -0.60 0.03 -0.47 0.07 -0.76 0.21



No. 2
Computed, not measured: a cluster of 2 separate species, C2H10NO in total in a non-equilibrium geometry, with ωB97M-V/def2-TZVPD.

<S²>   0.7547
Kohn-Sham gap (spin up / spin down)   12.21 / 5.00 eV
Highest occupied orbital energy (spin up / spin down)   -21.205 / -21.165 eV
2S+1   2
Charge   +2

Each atom is followed by the atoms it is bonded to, with distances in Å.
Positions of all 14 atoms, in Å:
1 N 0.586 -2.246 -1.255  H2 1.033, H4 1.034, H5 1.034
2 H 1.356 -2.169 -1.940  N1 1.033
3 H 0.244 -1.129 -0.029  O7 1.021
4 H -0.331 -2.358 -1.721  N1 1.034
5 H 0.689 -2.889 -0.452  N1 1.034
6 C -0.846 0.823 0.337  O7 1.574, C8 1.531, H9 1.082, H10 1.093
7 O -0.025 -0.469 0.702  H3 1.021, C6 1.574, H11 0.987
8 C -0.077 2.102 0.679  C6 1.531, H12 1.097, H13 1.090, H14 1.088
9 H -1.018 0.599 -0.708  C6 1.082
10 H -1.710 0.790 1.006  C6 1.093
11 H 0.786 -0.261 1.224  O7 0.987
12 H 0.838 2.111 0.073  C8 1.097
13 H -0.673 2.954 0.350  C8 1.090
14 H 0.182 2.141 1.735  C8 1.088

Results of the natural (NBO) charge analysis, in e, for atoms 1 through 8: -0.42 0.48 0.48 0.46 0.46 -0.03 -0.61 -0.67



Sequential ΔE to the lowest compared entry with this formula, charge and spin output: 5.230; 1.723 eV
Sequential calculated total energy output: -310.86706; -211.32465 hartree